Density functional theory data (ωB97M-V/def2-TZVPD) for one molecule with the formula C22H26FN3O4S in a non-equilibrium geometry.

Summary:
SMILES: O=C(c1cc(S(=O)(=O)N2CCOCC2)ccc1F)N1CCN(Cc2ccccc2)CC1
M (g mol⁻¹): 447.53
Energy (hartree): -1817.20575
Lowest unoccupied orbital energy (eV): 0.54
Gap between HOMO and LUMO (eV): 9.583

```
57
Properties=species:S:1:pos:R:3:forces:R:3
O 1.9163 -0.1136 -0.5548 0.2 -0.1 0.0
C 0.8002 0.0639 -0.1027 0.0 -0.1 0.3
C 0.5085 -0.3638 1.3142 0.1 -0.4 0.1
C 1.1133 0.3002 2.3740 -0.2 0.0 -0.2
C 0.9775 -0.1819 3.6604 0.3 0.4 0.6
S 1.8291 0.6691 4.9992 0.1 -0.1 0.0
O 1.9410 2.0484 4.6348 0.1 0.0 -0.3
O 1.1810 0.3070 6.2237 0.0 -0.3 -0.1
N 3.3618 0.0562 5.0650 -0.9 0.5 0.1
C 4.3184 0.4293 4.0479 0.3 0.0 -0.6
C 4.4558 -0.6674 2.9849 0.0 0.3 0.0
O 4.7299 -1.9173 3.5828 0.2 -0.1 0.0
C 3.7091 -2.2983 4.4768 -0.1 0.0 0.3
C 3.5576 -1.2694 5.6028 0.0 -0.7 0.0
C 0.2402 -1.3192 3.9315 -0.1 0.0 0.0
C -0.3679 -1.9993 2.8900 0.0 0.0 -0.1
C -0.2145 -1.5181 1.6005 0.1 0.2 0.2
F -0.8034 -2.1883 0.5916 0.1 0.1 0.1
N -0.1997 0.6446 -0.7823 -0.1 0.2 -0.2
C -1.5391 0.8823 -0.3043 -0.5 -0.2 0.1
C -2.5388 0.1078 -1.1670 0.0 0.2 0.2
N -2.3895 0.5190 -2.5498 -0.1 -0.1 0.0
C -3.4052 -0.0575 -3.4150 0.0 0.0 0.1
C -3.3836 0.5879 -4.7743 0.0 -0.1 -0.1
C -3.3326 1.9731 -4.8770 0.0 0.0 0.0
C -3.3174 2.5843 -6.1168 0.0 0.1 0.0
C -3.3597 1.8178 -7.2701 0.0 0.0 -0.1
C -3.4129 0.4384 -7.1758 0.0 0.0 -0.1
C -3.4210 -0.1733 -5.9336 0.0 0.0 0.1
C -1.0472 0.2137 -3.0141 0.2 0.3 0.0
C -0.0331 0.9897 -2.1782 0.2 -0.2 -0.4
H 1.6828 1.1997 2.2014 0.1 0.1 -0.1
H 3.9841 1.3705 3.6145 0.2 0.0 -0.1
H 5.2874 0.5819 4.5368 -0.1 0.0 0.0
H 5.2995 -0.4586 2.3258 -0.1 0.1 0.0
H 3.5384 -0.7361 2.3819 0.1 0.0 0.0
H 4.0066 -3.2683 4.8788 -0.1 0.0 0.0
H 2.7572 -2.4055 3.9327 0.1 0.0 0.1
H 2.7045 -1.4911 6.2425 0.1 -0.2 0.1
H 4.4711 -1.2598 6.2080 -0.1 0.0 0.0
H 0.1440 -1.6499 4.9532 -0.1 -0.1 0.1
H -0.9489 -2.8921 3.0589 -0.1 -0.1 0.0
H -1.6292 0.5936 0.7433 0.0 0.1 -0.1
H -1.7515 1.9537 -0.3959 0.0 -0.1 0.1
H -3.5537 0.3404 -0.8366 0.0 0.0 0.0
H -2.3680 -0.9756 -1.0404 0.0 0.1 0.0
H -3.2859 -1.1510 -3.5143 0.0 0.1 0.0
H -4.3790 0.1315 -2.9499 0.1 -0.1 0.0
H -3.2963 2.5613 -3.9728 0.0 0.1 0.1
H -3.2752 3.6615 -6.1861 0.0 0.1 0.0
H -3.3502 2.2946 -8.2390 0.0 0.0 -0.1
H -3.4444 -0.1648 -8.0713 0.0 0.0 -0.1
H -3.4582 -1.2515 -5.8654 0.0 -0.1 0.0
H -0.9639 0.5125 -4.0605 0.1 0.0 0.0
H -0.8305 -0.8672 -2.9378 0.0 0.0 0.0
H 0.9877 0.7407 -2.4700 -0.1 0.1 0.0
H -0.2024 2.0639 -2.3021 0.0 0.0 0.0
```
Forces are in eV/Å.

---

Density functional theory data (ωB97M-V/def2-TZVPD) for C22H26GaNOPSSe2Te2 as an isolated structure.

Summary:
Total charge: +1
M (g mol⁻¹): 866.34
Energy (hartree): -8987.09704
Lowest unoccupied orbital energy (eV): -2.64
Gap between HOMO and LUMO (eV): 7.441

```
57
Properties=species:S:1:pos:R:3:forces:R:3
Ga 1.5649 0.0140 0.7345 0.1 0.0 0.0
N -0.1692 -2.1991 1.1358 0.0 -0.1 -0.1
C -0.0255 -3.0262 -0.0022 0.0 0.0 0.0
C 0.0232 -4.4130 0.0734 0.0 0.0 0.0
C 0.2009 -5.1617 -1.0777 0.0 0.0 0.0
C 0.3208 -4.5432 -2.3174 0.0 0.0 0.0
C 0.2955 -3.1632 -2.3998 0.0 0.0 0.0
C 0.1377 -2.4003 -1.2425 0.0 0.0 -0.1
P 0.3435 -0.6197 -1.2252 -0.1 0.0 0.1
C 1.0866 -0.1148 -2.7756 0.0 0.0 0.0
C 2.4723 -0.2278 -2.8862 0.0 0.0 0.0
C 3.0962 0.1260 -4.0709 0.0 0.0 0.0
C 2.3409 0.5973 -5.1367 0.0 0.0 0.0
C 0.9625 0.7147 -5.0241 0.0 0.0 0.0
C 0.3289 0.3586 -3.8432 0.0 0.0 0.0
C -1.2702 0.1801 -1.0631 0.0 0.0 -0.1
C -2.4442 -0.5544 -0.9370 0.0 0.0 0.0
C -3.6517 0.1005 -0.7241 0.0 0.0 0.0
C -3.6871 1.4847 -0.6469 0.0 0.0 0.0
C -2.5153 2.2223 -0.7847 0.0 0.0 0.0
C -1.3073 1.5749 -0.9864 0.0 0.0 0.0
H -1.0492 -1.6982 1.1677 0.0 0.0 0.0
H -0.0169 -2.6841 2.0101 0.0 0.0 0.0
H -0.0853 -4.9012 1.0343 0.0 0.0 0.0
H 0.2383 -6.2408 -1.0091 0.0 0.0 0.0
H 0.4508 -5.1367 -3.2117 0.0 0.0 0.0
H 0.4278 -2.6705 -3.3548 0.0 0.0 0.0
H 3.0626 -0.5846 -2.0483 0.0 0.0 0.0
H 4.1712 0.0425 -4.1595 0.0 0.0 0.0
H 2.8303 0.8771 -6.0603 0.0 0.0 0.0
H 0.3795 1.0842 -5.8570 0.0 0.0 0.0
H -0.7460 0.4537 -3.7533 0.0 0.0 0.0
H -2.4193 -1.6354 -1.0206 0.0 0.0 0.0
H -4.5651 -0.4723 -0.6337 0.0 0.0 0.0
H -4.6303 1.9925 -0.4930 0.0 0.0 0.0
H -2.5457 3.3037 -0.7440 0.0 0.0 0.0
H -0.3938 2.1499 -1.1005 0.0 0.0 0.0
Se 2.3948 2.2263 0.2295 0.0 -0.1 0.0
Te 4.8038 1.5017 -0.0457 0.0 0.0 0.0
Te 4.8666 0.0901 2.2298 0.0 0.0 -0.1
Se 3.1354 -1.5890 1.4603 -0.1 0.1 0.0
C 0.6087 3.6067 4.4375 0.0 0.0 0.0
C 0.8894 2.2506 3.8079 0.0 0.0 0.0
S -0.1356 1.9733 2.3638 0.0 0.0 0.0
O 0.1398 0.4886 1.9999 0.0 0.0 0.0
C -1.7883 1.8696 3.0561 0.0 0.0 0.0
C -1.9506 0.8877 4.2019 0.0 0.0 0.0
H 1.3498 3.8061 5.2095 0.0 0.0 0.0
H -0.3748 3.6406 4.9068 0.0 0.0 0.0
H 0.6769 4.4076 3.7004 0.0 0.0 0.0
H 0.7343 1.4100 4.4836 0.0 0.0 0.0
H 1.9025 2.1943 3.4045 0.0 0.0 0.0
H -2.3929 1.5965 2.1879 0.0 0.0 0.0
H -2.0520 2.8941 3.3277 0.0 0.0 0.0
H -1.5430 -0.0880 3.9405 0.0 0.0 0.0
H -3.0108 0.7650 4.4200 0.0 0.0 0.0
H -1.4660 1.2388 5.1119 0.0 0.0 0.0
```
Forces are in eV/Å.

---

Density functional theory data (ωB97M-V/def2-TZVPD) for one molecule with the formula C22H26N2O.

Summary:
SMILES: C[C@@H](CCc1ccccc1)NC(=O)CCc1cn(C)c2ccccc12
M (g mol⁻¹): 334.46
Energy (hartree): -1038.73109
Lowest unoccupied orbital energy (eV): 0.74
Gap between HOMO and LUMO (eV): 8.676

```
51
Properties=species:S:1:pos:R:3:forces:R:3
C 3.1441 -1.2883 -1.3550 0.0 0.3 0.1
C 2.8058 0.1659 -1.0575 0.1 0.2 -0.4
C 1.6246 0.6878 -1.8916 0.1 -0.1 0.2
C 0.3187 -0.0662 -1.6133 0.2 0.1 -0.1
C -0.8966 0.7797 -1.8593 0.0 -0.2 0.0
C -1.1023 1.9330 -1.1088 0.0 0.0 0.0
C -2.2228 2.7167 -1.3117 0.0 0.1 0.1
C -3.1622 2.3553 -2.2641 -0.1 0.0 0.0
C -2.9703 1.2068 -3.0114 -0.1 0.0 -0.1
C -1.8441 0.4263 -2.8096 0.0 0.0 0.0
N 2.5353 0.3044 0.3640 0.1 -0.3 -0.1
C 2.4902 1.5051 0.9722 -0.1 -0.1 0.5
O 2.7524 2.5431 0.3943 0.0 0.3 -0.2
C 2.1430 1.5107 2.4566 0.1 -0.1 0.1
C 1.5134 0.2464 3.0504 -0.1 0.2 0.0
C 0.2475 -0.1572 2.3602 -0.1 0.1 0.2
C -0.8914 0.5863 2.2221 0.4 0.0 0.1
N -1.8395 -0.0984 1.5166 0.1 -0.1 0.0
C -3.1540 0.3707 1.1872 -0.4 0.0 -0.1
C -1.3263 -1.3153 1.1774 0.4 -0.3 0.1
C -1.8850 -2.3539 0.4412 -0.1 0.0 0.0
C -1.1149 -3.4761 0.2303 -0.1 0.0 -0.1
C 0.1816 -3.5760 0.7443 0.2 -0.1 0.0
C 0.7422 -2.5543 1.4758 0.0 0.1 0.0
C -0.0078 -1.3965 1.6974 -0.5 0.0 0.0
H 4.0170 -1.5985 -0.7847 0.1 -0.1 0.0
H 2.3094 -1.9359 -1.0946 -0.1 -0.1 0.0
H 3.3625 -1.4110 -2.4122 0.0 0.0 -0.1
H 3.6704 0.8040 -1.2797 -0.1 -0.1 0.0
H 1.4996 1.7420 -1.6423 0.0 0.0 -0.1
H 1.8785 0.6263 -2.9507 0.0 0.1 -0.1
H 0.2671 -0.9727 -2.2186 0.0 -0.1 0.1
H 0.3082 -0.3645 -0.5640 0.0 -0.1 0.0
H -0.3765 2.2157 -0.3597 0.1 0.0 0.1
H -2.3668 3.6128 -0.7253 0.0 0.1 0.1
H -4.0386 2.9666 -2.4224 -0.1 0.1 0.0
H -3.6984 0.9178 -3.7558 -0.1 0.0 -0.1
H -1.7007 -0.4696 -3.3973 0.0 -0.1 0.0
H 2.2078 -0.5165 0.8443 0.0 0.1 0.1
H 3.0717 1.7368 2.9885 0.0 0.1 0.0
H 1.4784 2.3633 2.6113 0.1 0.0 0.0
H 1.3015 0.4484 4.1053 0.1 -0.1 0.0
H 2.2269 -0.5801 3.0227 0.0 0.0 0.1
H -1.0983 1.5756 2.5842 -0.1 0.2 0.1
H -3.2637 1.4001 1.5221 0.0 0.0 0.0
H -3.3112 0.3368 0.1068 0.0 0.1 0.0
H -3.9159 -0.2443 1.6745 0.0 0.1 0.0
H -2.8859 -2.2800 0.0440 -0.1 0.0 -0.1
H -1.5172 -4.2997 -0.3406 -0.1 -0.1 0.0
H 0.7498 -4.4763 0.5610 0.0 -0.1 0.0
H 1.7425 -2.6537 1.8754 0.1 0.0 0.0
```
Forces are in eV/Å.

---

Density functional theory data (ωB97M-V/def2-TZVPD) for C22H26N2O2 as an isolated structure in a non-equilibrium geometry.

Summary:
M (g mol⁻¹): 350.46
Energy (hartree): -1113.73701
Lowest unoccupied orbital energy (eV): 0.09
Gap between HOMO and LUMO (eV): 7.305

```
52
Properties=species:S:1:pos:R:3:forces:R:3
C 3.3453 2.7182 -3.3955 0.2 0.2 -0.3
C 3.0638 2.0230 -2.1036 0.1 -0.1 0.7
C 3.1570 0.6342 -2.0642 -0.1 -0.1 0.5
C 2.8861 -0.0828 -0.8991 -0.3 0.7 -0.2
C 2.5289 0.5880 0.2922 -0.9 0.8 -1.4
C 1.9839 -0.1500 1.4397 -0.5 -0.7 1.1
N 2.8517 -1.2568 1.8141 2.2 -2.1 1.9
O 3.1200 -1.5301 3.0226 -1.2 1.2 -2.5
O 3.3067 -2.0152 0.8984 -1.4 1.6 1.9
C 2.4554 2.0122 0.2531 -0.3 -0.8 0.3
C 2.7424 2.7104 -0.9199 0.0 -0.2 -0.4
H 3.4074 3.7971 -3.2635 0.0 0.0 -0.1
H 4.3026 2.3718 -3.7926 0.0 0.1 0.0
H 2.5964 2.5002 -4.1660 0.0 0.0 0.2
H 3.4274 0.1028 -2.9739 -0.1 0.0 0.1
H 2.8745 -1.1623 -0.9171 0.2 0.2 -0.1
H 1.5047 0.4635 2.2237 1.3 -0.5 0.1
H 2.1009 2.5451 1.1529 0.4 -0.3 -0.5
H 2.6962 3.8041 -0.9664 -0.1 -0.4 0.2
C -4.4913 0.9019 -2.3527 -0.2 0.5 0.2
C -3.2614 0.5697 -3.1868 0.2 -0.4 0.0
C -1.9317 0.9795 -2.5563 0.1 0.1 0.3
N -1.8853 0.6221 -1.1264 0.0 0.5 -1.1
C -0.7830 0.0410 -0.6325 0.6 -1.1 2.6
C -0.5825 -0.2634 0.7308 -1.8 1.8 -2.3
C 0.3715 -1.2019 1.1617 3.4 0.4 -0.4
C 0.1362 -2.0050 2.3885 -0.2 0.0 0.4
C 0.4905 -3.3704 2.4632 0.0 0.6 0.1
C 0.4157 -4.0373 3.6861 -0.1 0.5 0.3
C -0.0020 -3.3517 4.8439 0.3 0.1 -0.4
C -0.4124 -2.0184 4.7535 0.0 0.4 -0.3
C -0.3983 -1.3497 3.5190 0.7 -0.8 0.1
C -2.9855 1.0878 -0.2961 -0.1 0.3 -0.2
C -4.3276 0.6192 -0.8620 0.3 -0.5 0.2
H -4.7557 1.9615 -2.4772 0.1 -0.1 0.0
H -5.3377 0.3151 -2.7163 0.0 0.2 -0.1
H -3.2399 -0.5124 -3.3603 0.0 0.1 0.0
H -3.3356 1.0492 -4.1638 0.0 -0.1 -0.1
H -1.1013 0.4471 -3.0555 -0.4 0.3 0.2
H -1.7671 2.0670 -2.6903 0.0 -0.3 0.2
H -0.0342 -0.3045 -1.3645 -0.6 0.1 0.3
H -1.1729 0.2817 1.4876 0.2 -0.7 -0.5
H 1.0699 -1.6127 0.4272 -1.5 -1.0 -0.5
H 0.8688 -3.8719 1.5653 -0.1 0.2 0.4
H 0.7530 -5.0682 3.7603 -0.1 0.2 0.0
H 0.0706 -3.8304 5.8253 -0.2 0.1 -0.4
H -0.6815 -1.4445 5.6494 0.0 -0.4 -0.3
H -0.6834 -0.2962 3.4428 0.1 -0.4 0.2
H -2.8520 0.7051 0.7181 -0.1 0.1 -0.3
H -2.9758 2.1920 -0.2517 0.1 -0.2 0.0
H -5.1231 1.0863 -0.2779 -0.1 0.0 -0.1
H -4.4062 -0.4610 -0.6877 0.0 0.1 0.0
```
Forces are in eV/Å.

---

Among the records above, which one has the lowest lowest unoccupied orbital energy? C22H26GaNOPSSe2Te2

---

The lowest energy belongs to which entry? C22H26GaNOPSSe2Te2

---

Which of these has the highest gap between HOMO and LUMO? C22H26FN3O4S